[1]
Here is the molecule C4H9N2P from the OMol25 dataset. Energies are from the ωB97M-V functional and the def2-TZVPD basis.

The geometry in XYZ format:
```
16
Properties=species:S:1:pos:R:3:forces:R:3:lowdin_charge:R:1
H -2.215 1.634 -2.331 -0.0484 0.8989 0.8819 0.036
N -1.719 0.769 -2.194 1.5563 -2.2492 1.5652 0.052
N -1.198 0.619 -1.042 -2.1093 1.9996 -2.3447 -0.124
C -0.496 -0.602 -0.863 0.6861 -0.3773 -0.7777 -0.554
C -0.547 -1.013 0.623 0.3707 3.6979 -0.3925 -0.208
C 0.259 0.113 1.487 -3.1864 -1.5720 -0.0091 -0.263
C 1.595 0.161 0.824 0.1229 -0.7217 -0.8381 -0.420
P 1.386 -0.085 -1.082 -0.3315 -1.3023 0.6544 0.932
H -0.927 -1.379 -1.599 1.1632 0.9359 1.0312 0.121
H 0.057 -1.868 0.723 -0.2264 -1.7735 0.4689 0.081
H -1.593 -0.904 0.883 -0.1592 -1.2303 0.5559 0.100
H -0.387 1.035 1.464 1.0940 -0.6753 -0.1326 0.105
H 0.189 -0.301 2.544 0.6732 0.7188 -1.1117 0.114
H 1.986 1.134 0.784 1.0865 1.2533 0.7622 0.026
H 2.269 -0.587 1.303 -0.2003 0.6822 -0.7612 0.085
H 1.340 1.274 -1.525 -0.4915 -0.2851 0.4477 -0.083
```
Positions in Å, forces in eV/Å.

Results
Max |F| in Eh/bohr: 0.0727
HOMO energy in eV: -8.84
Multiplicity: 1
Calculated total energy in a.u.: -608.5769
LUMO energy in hartree: 0.021
Orbital gap in eV: 9.418

=====

[2]
Here is a cluster of 2 separate species, C4H9N2S in total from the OMol25 dataset. Energies are from the ωB97M-V functional and the def2-TZVPD basis.

The geometry in XYZ format:
```
16
Properties=species:S:1:pos:R:3:forces:R:3:lowdin_charge:R:1
C 1.399 -1.742 -0.800 0.9495 -1.1389 -1.3834 -0.170
C 0.141 -0.302 0.530 1.0777 0.2946 -2.2236 -0.640
C -0.243 0.134 1.880 0.2790 -0.5752 -1.0464 -0.035
C -1.584 2.630 -1.849 -2.4569 -2.3788 2.0576 0.096
N 0.814 -1.497 0.384 -1.9962 2.8591 0.7505 -0.021
N 2.041 -2.896 -0.883 -0.1028 2.1982 -1.2679 0.133
S 0.036 0.635 -0.891 0.0391 -0.7158 0.1532 0.933
H -0.740 -0.663 2.385 -0.4728 -0.4127 0.6862 0.101
H -0.812 1.006 1.773 -1.1279 1.0954 0.2612 0.071
H 0.664 0.410 2.376 0.6812 0.0274 0.5568 0.113
H -0.730 3.189 -1.680 1.2942 1.2943 0.3441 -0.039
H -2.280 2.351 -0.947 1.3127 0.9686 -2.1686 0.056
H -1.837 2.329 -2.868 0.0434 -0.0882 0.5019 0.032
H 0.746 -1.971 1.242 0.6214 -1.8799 1.2148 0.137
H 2.143 -3.462 -0.078 0.4751 -1.1386 0.6385 0.100
H 2.636 -3.003 -1.719 -0.6168 -0.4095 0.9252 0.135
```
Positions in Å, forces in eV/Å.

Results
Charge: +1
Max |F| in Eh/bohr: 0.0776
HOMO energy (spin up / spin down) in eV: -12.18 / -12.92
Multiplicity: 1
Calculated total energy in a.u.: -665.0913
LUMO energy (spin up / spin down) in hartree: -0.231 / -0.175
Orbital gap (spin up / spin down) in eV: 5.889 / 8.144